w:
This record from the OMol25 dataset describes a cluster of 10 separate species, C4H26NO10S in total. The level of theory is ωB97M-V with the def2-TZVPD basis set.

Atoms and positions in Å:
H (1.6186, -1.1239, -2.1440)
H (1.9836, -0.8502, -0.0929)
C (-0.7710, 1.9153, -1.0344)
O (2.3651, -3.6783, 0.0677)
H (-3.1722, 1.9506, 0.0723)
O (2.0823, -1.4268, -3.0029)
H (1.4904, -3.3435, 0.6048)
C (-1.4487, 2.5265, -2.2552)
H (2.8495, 0.7392, 1.3298)
H (0.4125, -2.0589, 1.4788)
H (-1.9844, -2.3144, -2.4108)
O (3.1692, 1.5373, 1.6378)
C (-2.4324, 2.3965, 0.9013)
H (-1.6440, -0.2681, -0.6934)
H (1.6207, -0.8892, -3.5949)
H (1.2148, -0.3904, 4.1804)
H (2.7769, 2.1979, 1.2649)
H (2.2047, -3.2883, -0.8347)
H (-1.2831, -0.5514, 1.7411)
H (-1.5189, -1.9877, 2.3033)
H (0.7907, 1.4880, 4.4242)
N (-1.0385, 2.3550, 0.3214)
H (2.3044, -0.9574, 3.2789)
O (1.5732, -0.4032, 0.6359)
H (-0.6454, -1.6759, -2.2180)
C (-0.9807, 0.4087, -1.2668)
O (0.1050, -0.2743, -1.4281)
H (-2.4300, 3.0418, -1.9456)
H (-0.5631, 3.2208, 0.4513)
O (-1.5515, -1.0804, 2.5546)
H (0.3707, 1.8771, -1.1562)
H (-2.6438, 3.4781, 1.1756)
O (0.0403, -2.8782, 1.1174)
H (-0.9382, 3.1916, -2.7665)
H (-0.5289, 2.0056, 3.5947)
S (-1.7951, 0.8908, -3.0510)
O (-1.1272, -2.3841, -2.6789)
O (-0.1934, 1.3932, 4.3067)
O (2.1719, -0.4131, 4.0953)
H (1.0031, 0.1949, 0.1198)
H (-0.1036, -2.7034, 0.2078)
H (-2.4773, 1.6602, 1.6825)

Results
lowest unoccupied orbital energy	2.65	eV
Kohn-Sham gap	0.291	Eh
molar mass	280.316	g mol⁻¹
2S+1	1
HOMO	-5.273	eV
net charge	-1

x:
This record from the OMol25 dataset describes a cluster of 10 separate species, C4H26NO10S in total. The level of theory is ωB97M-V with the def2-TZVPD basis set.

Atoms and positions in Å:
O (-2.2392, -0.4148, -2.1934)
H (-4.1303, -0.1922, 0.2767)
O (-3.9307, -1.0162, -0.1167)
O (0.5151, 3.9061, 0.0348)
H (-0.6699, -0.5325, -3.8315)
H (-0.1109, 3.5179, 0.6370)
H (0.1977, 0.6138, -3.3173)
H (0.9662, -2.6439, 1.0335)
C (1.9907, 0.8417, 2.4810)
H (2.7999, -0.5184, 0.8643)
H (1.9697, 2.1824, 0.0718)
O (0.5999, 1.4618, -1.5957)
H (0.9930, -3.2843, 2.3800)
H (-2.3851, 1.2637, 0.9883)
O (-2.2361, 2.1369, 0.5627)
H (0.9295, -1.2077, 0.1510)
H (2.1326, -0.3237, -3.7600)
H (-1.7095, -2.3276, 2.1790)
H (-2.8880, -0.7978, -1.5767)
H (2.6035, 0.7325, 3.3615)
O (-2.1769, -2.9436, 1.5891)
O (-2.3515, -0.2822, 1.8181)
O (0.8833, -3.5079, 1.4492)
H (-1.8183, 0.2672, -1.6484)
H (-1.3836, -0.2054, 2.1632)
C (1.2185, 0.6695, -0.8596)
S (0.6505, -0.3791, 2.6368)
C (0.9282, -0.8334, -0.8670)
H (1.5326, 1.8239, 2.4589)
H (1.6806, -1.4266, -1.4961)
H (3.9109, 0.9347, 1.1212)
H (0.8355, 3.3578, -0.6313)
H (-1.6759, 1.9708, -0.1750)
H (-0.0859, -0.9637, -1.2607)
O (0.1636, -0.0867, -3.9842)
H (-2.8313, -0.2197, 2.6646)
C (2.8735, 0.6158, 1.1294)
O (2.6417, 0.3291, -3.2247)
H (2.2002, 1.1712, -3.2570)
H (-3.3132, -1.4670, 0.4788)
N (2.1413, 1.1835, 0.0212)
H (-1.4222, -3.4058, 1.2430)

Results
lowest unoccupied orbital energy	2.90	eV
Kohn-Sham gap	0.277	Eh
molar mass	280.316	g mol⁻¹
2S+1	1
HOMO	-4.640	eV
net charge	-1

Of them, w has the lowest stability.